A 2-piece molecular cluster, CH3N4Si overall in a non-equilibrium geometry. Source: OMol25; level of theory: ωB97M-V with the def2-TZVPD basis set.

Bonds (Å) are listed after each position.
CARTESIAN COORDINATES (ANGSTROEM)
1 C 1.95595 0.69740 0.25725  N2 1.327, N3 1.351, H7 1.081
2 N 1.89645 -0.53189 -0.23973  C1 1.327, N4 1.333
3 N 0.69486 1.18293 0.27664  C1 1.351, N5 1.353
4 N 0.61334 -0.82374 -0.45378  N2 1.333, N5 1.282
5 N -0.11709 0.17268 -0.11079  N3 1.353, N4 1.282
6 Si -2.78509 -0.05861 -0.28020  H8 1.530, H9 1.620
7 H 2.87516 1.23438 0.44480  C1 1.081
8 H -2.54587 -0.42064 1.18715  Si6 1.530
9 H -2.58772 -1.45251 -1.08133  Si6 1.620

* E_tot: -14921.9169 eV
* LUMO level: 3.67 eV
* total charge: -1
* HOMO energy: -0.1551 hartree
* ΔE to the lowest compared entry with this formula, charge and spin: 41.2 kcal per mole